The following is a quantum chemistry calculation of a structure of composition C25H36AlCl2F4IKLiN2O16PS2 at a distorted geometry, from the OMol25 dataset.

Computed properties:
largest force on an atom = 9.65 eV/Å
lowest unoccupied orbital energy = -7.18 eV
HOMO level = -0.2959 Eh
total charge = +1

Geometry as XYZ:
```
92
Properties=species:S:1:pos:R:3:forces:R:3
O -3.11767 4.46829 4.02346 1.830 -4.292 2.249
H 0.55009 -1.55369 3.48809 -1.474 -0.561 -0.109
C -0.52374 -1.29016 -7.41332 -0.378 0.118 0.147
F 5.86026 -1.70082 2.24762 -1.655 2.015 0.575
F -1.00099 -0.55250 0.84696 0.810 0.036 -0.323
O 2.69819 2.04495 1.09738 -2.054 0.966 -1.672
H 0.42890 0.94045 4.13895 0.908 0.480 -1.216
H 1.04604 -4.52100 2.69914 0.329 1.349 -1.039
H 5.08681 0.60960 -0.60249 -2.024 -0.035 0.319
H -6.65864 1.94339 1.41306 -0.055 -0.014 0.010
H 0.33530 -4.48276 1.02333 0.989 1.298 1.202
O 0.93079 3.52278 0.44424 1.984 -2.605 0.933
P 1.12828 -0.33842 -2.16310 -4.814 1.158 0.793
H 4.30402 2.82563 -0.00054 -1.453 -1.054 -0.357
C -8.99092 4.02046 -1.01609 -0.184 -0.415 -0.106
O -6.25695 4.52134 1.22902 0.902 -0.140 -0.701
H -0.52670 0.14637 -0.79180 -0.528 -0.239 -0.728
C -8.04746 4.65122 -0.31091 0.067 1.225 -0.076
H -7.14620 6.21725 0.19731 -0.311 0.174 -0.011
C 1.71847 -1.69180 -7.86345 0.083 -0.394 -0.335
O -8.44515 0.49235 0.14059 -0.151 1.539 -0.483
F 4.52506 -2.64264 4.50003 -1.709 0.358 -1.795
H -1.41808 -5.89836 6.64194 -0.057 0.018 -0.143
H 3.69486 0.62876 -1.76283 0.367 -0.298 1.971
C 1.86199 -1.00470 -0.54893 2.799 -1.841 3.721
O -2.12430 2.27692 3.88042 0.180 0.115 -0.779
I -1.36174 -2.11322 5.36402 0.467 0.517 -0.998
C -7.31697 2.46670 0.73165 0.733 1.125 0.477
N 1.57246 -2.74323 1.43320 1.120 1.849 -1.849
H 3.75856 -4.40473 -8.04905 0.046 0.112 -0.123
Li 5.60987 0.72454 4.28269 -0.324 0.012 0.926
C 1.12456 1.29831 3.31252 0.583 0.705 -0.671
H 5.03615 1.67754 1.92439 0.512 -1.505 -0.055
C 3.63211 -1.07849 1.49547 -3.263 -1.785 -0.869
O 0.46830 -1.68407 -8.35888 0.456 0.098 0.176
H -1.45630 -2.93653 1.61115 1.250 -0.486 1.398
C -0.54459 -1.84394 3.33567 0.094 0.448 -0.534
C 5.65536 0.72466 2.01735 0.970 -0.386 -0.049
H 6.41350 0.92406 2.89743 -0.579 -0.347 -2.243
H 0.93595 -1.40909 -3.11789 1.226 0.408 0.517
H -0.31284 -5.16475 5.89632 -0.154 0.101 0.033
C 3.93415 0.67980 -0.63235 -0.244 0.078 -0.381
F -0.08360 -2.56926 -0.42273 4.588 0.549 2.359
S -2.51318 3.36401 4.80225 0.610 -1.573 1.861
K -3.69403 5.97927 3.03050 -2.770 5.687 -3.317
O -3.49164 2.85972 5.77749 0.141 0.171 -0.320
C 4.13978 -3.50701 -7.55381 -0.237 -0.087 0.293
C -7.13604 3.90853 0.60267 -0.661 -1.650 -0.692
C -8.26388 1.83293 0.02889 -0.046 -1.684 0.243
H -1.20785 -3.99968 3.16334 0.816 1.128 -1.273
C -9.15909 2.56917 -0.90682 -0.510 0.615 -0.489
H -9.65796 4.54727 -1.68502 0.040 -0.004 0.027
N -0.34598 0.25922 -1.82647 2.663 -0.602 0.791
O 2.53921 -2.17052 -8.80954 -0.501 0.435 0.268
H 1.86471 0.74111 -2.74750 0.757 -1.112 0.125
O 3.50069 -4.59552 3.23038 0.392 5.275 0.205
H 6.33713 0.53646 1.10462 -1.119 0.571 1.595
H 4.48973 -0.51111 3.44265 0.442 -1.006 -1.737
H 0.06430 0.63023 1.34663 -0.161 1.112 0.595
Cl -7.30350 5.59943 2.73333 -0.261 0.855 1.146
H 4.27181 -1.33455 -7.91747 -0.739 -0.316 -0.124
C -0.74446 -3.19280 2.48205 -0.134 0.703 0.209
C 1.11793 -2.13592 0.19155 -0.140 2.000 -0.870
C 1.36710 2.50287 1.04781 -3.454 0.323 1.001
Cl 5.93489 -1.04974 -7.57637 2.048 1.138 0.776
O -1.26533 -5.32126 5.88275 0.213 -0.390 0.160
C 4.87860 -0.62822 2.33719 0.060 -0.077 0.057
H -1.46986 -1.18488 -7.94520 0.243 -0.109 -0.148
O 2.04720 -3.25779 4.63369 3.845 2.464 -3.102
H 5.19983 -3.64226 -7.34015 -0.118 0.063 -0.098
H 1.64295 2.28899 3.61640 -1.019 -1.560 -0.059
H 2.80539 2.60057 -1.02665 0.297 -0.612 1.524
O 2.04146 -1.34893 -6.75091 -0.208 0.024 -0.197
S 3.20392 -3.16885 3.65645 -3.460 -8.391 3.263
H 3.60723 -3.41787 -6.60341 0.088 0.092 -0.046
H -0.63786 -2.06398 -6.65109 0.074 0.142 0.037
C 2.78564 -2.26739 2.10334 0.190 3.648 -3.528
O -1.32126 3.86052 5.51025 -0.035 0.134 -0.313
C 3.91898 -2.28431 -8.42543 -0.632 -1.340 -0.470
O -9.99811 1.95747 -1.54523 0.320 -0.209 0.310
C 3.16883 -0.47777 0.14490 -1.789 -2.116 0.146
H -0.27719 -0.33047 -6.95464 0.082 -0.170 0.016
H 2.00096 0.56899 3.10038 -1.505 0.792 0.413
H -1.04825 -0.93595 2.82382 0.652 -1.808 0.881
C 3.38826 2.13731 -0.16462 2.196 0.592 -0.884
H -9.18266 0.27841 -0.46510 0.055 -0.052 0.076
C 0.66116 -3.81205 1.90839 -2.929 -1.654 0.549
O -7.88421 6.00155 -0.40306 0.406 -1.292 0.288
H 4.49444 -2.38760 -9.34653 -0.360 0.229 0.005
H -0.60140 2.20045 2.22303 1.243 -0.767 -0.585
C 0.33657 1.60934 1.91250 2.389 0.618 0.908
Al -1.58214 4.01142 0.54871 0.646 -0.680 0.323
```
Forces are in eV/Å.